Computed, not measured: C37H70AlN3O20P as an isolated structure at a distorted geometry, with wB97M-V/def2-TZVPD.

Its total charge is -1. The value obtained for the highest occupied orbital energy is -4.662 eV. Its LUMO energy is 1.66 eV.

Element x y z (Å)
1 C 1.7674 -4.2512 3.4372
2 C 0.3881 -3.6281 3.1418
3 C -0.4327 -4.5442 2.2175
4 C 0.6137 -2.2218 2.5723
5 C -0.6049 -1.3374 2.2469
6 C -1.1753 -1.6110 0.8385
7 C -1.6581 -1.3419 3.3597
8 O -2.5341 -2.4490 3.3218
9 Al -4.1428 -2.2228 2.7164
10 O -4.2014 -0.6631 1.7150
11 C -5.3346 -0.0823 1.6104
12 N -6.3449 0.4609 1.4803
13 P -5.7352 -1.9451 4.4633
14 N -5.4679 -3.0039 5.6431
15 C -4.6099 -3.7150 1.4964
16 C -4.2155 -5.0306 1.7836
17 C -4.5044 -6.0662 0.9032
18 N -5.1525 -5.8940 -0.2499
19 C -5.5530 -4.6539 -0.5328
20 C -5.3154 -3.5631 0.2940
21 H 1.7508 -4.9085 4.3099
22 H 2.5383 -3.4878 3.5643
23 H 2.0693 -4.8644 2.5810
24 H -0.1589 -3.5396 4.0848
25 H -0.4105 -4.2081 1.1804
26 H -0.0352 -5.5647 2.2361
27 H -1.4719 -4.5896 2.5392
28 H 1.2381 -2.3153 1.6744
29 H 1.2136 -1.6793 3.3141
30 H -0.2142 -0.3122 2.2217
31 H -2.1620 -2.0705 0.8438
32 H -0.5110 -2.2924 0.3009
33 H -1.2052 -0.6942 0.2444
34 H -2.2109 -0.3926 3.3114
35 H -1.1281 -1.3386 4.3239
36 H -5.7156 -0.5961 4.9195
37 H -7.0454 -1.9827 3.9344
38 H -6.3034 -3.5336 5.8629
39 H -3.6789 -5.2563 2.6996
40 H -4.1896 -7.0805 1.1294
41 H -6.0944 -4.5266 -1.4677
42 H -5.6755 -2.5832 -0.0109
43 C -1.1666 4.0546 1.8469
44 C -0.3139 3.7724 0.6297
45 O 0.9085 4.5375 0.6330
46 C 1.8530 4.0971 1.4581
47 O 1.7903 3.1336 2.1736
48 O 2.9073 4.9170 1.3542
49 C 3.9883 4.5876 2.2300
50 H -1.3636 5.1238 1.9370
51 H -2.1180 3.5292 1.7641
52 H -0.6743 3.7218 2.7592
53 H -0.8334 4.0833 -0.2743
54 H -0.0842 2.7115 0.5371
55 H 4.2806 3.5462 2.1155
56 H 3.7112 4.7767 3.2660
57 H 4.8121 5.2349 1.9417
58 C -8.8141 -5.4505 -7.4466
59 C -8.2408 -4.3291 -6.6074
60 O -7.9623 -4.7476 -5.2642
61 C -6.8376 -5.4541 -5.1088
62 O -6.0779 -5.7620 -5.9924
63 O -6.7328 -5.7907 -3.8313
64 C -5.5743 -6.5736 -3.5018
65 H -9.7003 -5.8673 -6.9664
66 H -9.0974 -5.0705 -8.4288
67 H -8.0831 -6.2459 -7.5815
68 H -8.9627 -3.5225 -6.4907
69 H -7.3329 -3.9216 -7.0521
70 H -4.6724 -6.0777 -3.8552
71 H -5.6471 -7.5625 -3.9530
72 H -5.5525 -6.6508 -2.4184
73 C -7.1126 -1.8005 -3.6486
74 C -5.8309 -1.2611 -3.0544
75 O -5.0858 -0.4755 -4.0097
76 C -5.5471 0.7474 -4.2341
77 O -6.5221 1.2546 -3.7462
78 O -4.7592 1.3267 -5.1512
79 C -5.1648 2.6449 -5.5177
80 H -6.9095 -2.3537 -4.5660
81 H -7.5949 -2.4753 -2.9412
82 H -7.8024 -0.9889 -3.8777
83 H -5.1489 -2.0664 -2.7886
84 H -6.0203 -0.6606 -2.1645
85 H -5.2612 3.2781 -4.6382
86 H -6.1156 2.6190 -6.0486
87 H -4.3826 3.0215 -6.1706
88 C 5.2301 6.8180 -0.8816
89 C 6.0088 6.5062 -2.1384
90 O 7.2482 7.2399 -2.1930
91 C 8.2217 6.7572 -1.4283
92 O 8.1738 5.7547 -0.7616
93 O 9.2737 7.5716 -1.5228
94 C 10.3928 7.1906 -0.7168
95 H 5.0665 7.8925 -0.7896
96 H 4.2615 6.3182 -0.9013
97 H 5.7703 6.4781 0.0016
98 H 5.4667 6.8253 -3.0259
99 H 6.2185 5.4410 -2.2258
100 H 10.6847 6.1633 -0.9225
101 H 10.1548 7.2963 0.3409
102 H 11.1928 7.8726 -0.9871
103 C 1.4243 -4.5176 -3.6259
104 C 1.7946 -3.3059 -2.8000
105 O 2.0440 -3.6521 -1.4283
106 C 3.2337 -4.1864 -1.1696
107 O 4.1273 -4.3659 -1.9582
108 O 3.2660 -4.4919 0.1259
109 C 4.4630 -5.1221 0.5795
110 H 0.5731 -5.0326 -3.1800
111 H 1.1511 -4.2065 -4.6345
112 H 2.2596 -5.2136 -3.6929
113 H 0.9671 -2.6012 -2.7492
114 H 2.6672 -2.7935 -3.2045
115 H 5.3423 -4.5406 0.3101
116 H 4.5463 -6.1257 0.1645
117 H 4.3690 -5.1756 1.6602
118 C 7.0841 7.6258 2.9304
119 C 8.0667 6.4825 3.0593
120 O 9.2300 6.8574 3.8205
121 C 9.0616 6.8865 5.1397
122 O 8.0520 6.6187 5.7372
123 O 10.1991 7.3107 5.6949
124 C 10.1486 7.4364 7.1187
125 H 7.5753 8.5032 2.5075
126 H 6.2658 7.3368 2.2701
127 H 6.6657 7.8942 3.8994
128 H 8.4588 6.1992 2.0838
129 H 7.6064 5.6054 3.5128
130 H 9.8250 6.5043 7.5764
131 H 9.4684 8.2365 7.4059
132 H 11.1614 7.6774 7.4266

Mulliken population analysis, charges in e, atoms 1 to 2: number 1, C, carries -1.3177; number 2, C, carries 1.6713

***

Computed, not measured: a 4-piece molecular cluster, C37H70ClIN8O7P overall at a distorted geometry, with wB97M-V/def2-TZVPD.

Its total charge is +1. The value obtained for the highest occupied orbital energy is -10.960 eV. Its LUMO energy is -2.25 eV.

Element x y z (Å)
1 C 2.2377 2.4335 -5.9925
2 C 3.6637 2.0453 -5.5875
3 C 3.8122 0.6037 -5.1798
4 O 4.2831 -0.2183 -5.9069
5 O 3.4154 0.2232 -3.9075
6 C 1.9899 0.1602 -3.7186
7 C 1.6866 -0.9794 -2.7402
8 C 0.9300 -0.7275 -1.4232
9 C 1.1704 0.5631 -0.6611
10 C 2.5798 1.0424 -0.3574
11 C 2.7990 2.5705 -0.4987
12 N 2.8660 2.9131 -1.9146
13 N 1.7831 3.4517 0.0522
14 N 4.0120 2.8473 0.2798
15 N 0.2162 0.3531 0.5522
16 P 0.8142 -0.1652 2.2613
17 O 2.1773 -0.8917 1.8635
18 Cl 1.5343 1.6807 2.7827
19 C -1.0034 -0.3851 0.0101
20 C -1.3138 -1.6982 0.7774
21 C -2.6161 -2.0606 1.1182
22 C -2.8854 -3.2597 1.7539
23 C -1.8683 -4.1469 2.0669
24 C -0.5736 -3.8180 1.7143
25 C -0.3134 -2.6152 1.0765
26 C -2.1851 0.5779 0.2958
27 I -1.9635 2.5715 -0.5486
28 C -2.4105 0.8532 1.7946
29 C -3.7410 1.5650 2.0808
30 C -0.6219 -0.8462 -1.4877
31 C -1.0930 -2.2800 -1.8741
32 C -0.1121 -3.4662 -1.8101
33 C -1.0517 0.0567 -2.6702
34 C -2.5548 0.0664 -3.0355
35 C -2.9866 1.3017 -3.8445
36 C -4.3994 1.7696 -3.5007
37 N -4.6237 3.1594 -3.9352
38 C -5.7056 3.8454 -3.3684
39 C -5.6912 4.0220 -1.8712
40 O -6.5749 4.3225 -4.0614
41 H 1.5900 2.5900 -5.1336
42 H 1.8120 1.6859 -6.6603
43 H 2.2683 3.3680 -6.5499
44 H 4.0404 2.7286 -4.8308
45 H 4.3015 2.1566 -6.4616
46 H 1.5369 -0.0948 -4.6794
47 H 1.5961 1.1316 -3.4283
48 H 2.6404 -1.4459 -2.4987
49 H 1.1335 -1.7354 -3.2916
50 H 1.3433 -1.4798 -0.7490
51 H 0.6819 1.3957 -1.1725
52 H 3.2311 0.5501 -1.0843
53 H 2.9594 0.7681 0.6164
54 H 3.7688 2.6199 -2.2710
55 H 2.8737 3.9301 -1.9708
56 H 1.3590 3.0907 0.8944
57 H 1.0385 3.5912 -0.6225
58 H 4.1567 3.8504 0.2959
59 H 4.8231 2.4011 -0.1347
60 H -0.0377 1.3212 0.7821
61 H 2.2666 -1.6849 2.4262
62 H -3.4661 -1.4286 0.9068
63 H -3.9086 -3.5038 2.0047
64 H -2.1185 -5.0673 2.5753
65 H 0.2353 -4.5047 1.9237
66 H 0.7046 -2.4187 0.7876
67 H -3.1063 0.2238 -0.1490
68 H -1.6065 1.5072 2.1446
69 H -2.3246 -0.0675 2.3636
70 H -4.1911 1.1576 2.9835
71 H -4.4430 1.4664 1.2538
72 H -3.5819 2.6241 2.2647
73 H -1.3702 -2.2230 -2.9249
74 H -2.0288 -2.5384 -1.3833
75 H 0.3495 -3.6400 -2.7799
76 H 0.6865 -3.3606 -1.0818
77 H -0.6510 -4.3788 -1.5667
78 H -0.7076 1.0847 -2.5866
79 H -0.5547 -0.3466 -3.5518
80 H -3.2033 -0.1153 -2.1783
81 H -2.7078 -0.7939 -3.6885
82 H -2.3166 2.1344 -3.6361
83 H -2.9733 1.0564 -4.9052
84 H -5.1277 1.1232 -4.0010
85 H -4.5906 1.6818 -2.4327
86 H -4.7943 3.1819 -4.9364
87 H -5.9838 3.0987 -1.3736
88 H -4.6888 4.2889 -1.5413
89 H -6.3716 4.8284 -1.6220
90 C 3.6595 -2.1454 4.8602
91 O 2.5830 -1.7683 4.4054
92 N 4.7829 -1.4251 4.8295
93 C 6.0283 -1.9150 5.3935
94 C 4.7515 -0.1031 4.2202
95 H 3.7751 -3.1217 5.3531
96 H 6.3727 -1.2530 6.1885
97 H 6.7993 -1.9711 4.6242
98 H 5.8752 -2.9085 5.8087
99 H 4.0328 0.5344 4.7357
100 H 4.4551 -0.1686 3.1730
101 H 5.7410 0.3407 4.2867
102 C 1.7925 4.8517 7.1475
103 O 1.1307 3.8912 7.4870
104 N 1.9672 5.2285 5.8630
105 C 2.7691 6.3742 5.4888
106 C 1.3145 4.4369 4.8373
107 H 2.3159 5.5017 7.8681
108 H 2.1666 7.1128 4.9564
109 H 3.5993 6.0735 4.8460
110 H 3.1753 6.8399 6.3843
111 H 0.2338 4.4412 4.9881
112 H 1.6551 3.4041 4.8948
113 H 1.5481 4.8502 3.8577
114 C -2.1827 -6.9612 -0.3777
115 O -1.7332 -6.4234 -1.3738
116 N -3.4195 -7.4743 -0.2788
117 C -3.9021 -8.0990 0.9360
118 C -4.2942 -7.3993 -1.4388
119 H -1.5921 -7.0687 0.5487
120 H -4.1719 -9.1404 0.7543
121 H -4.7804 -7.5744 1.3174
122 H -3.1218 -8.0719 1.6945
123 H -3.8486 -7.9191 -2.2864
124 H -4.4544 -6.3606 -1.7289
125 H -5.2485 -7.8582 -1.1940

Mulliken population analysis, charges in e, atoms 1 to 2: number 1, C, carries -1.0517; number 2, C, carries -0.2159

***

Computed, not measured: a 5-piece molecular cluster, C37H70N2O16 overall at a distorted geometry, with wB97M-V/def2-TZVPD.

The value obtained for the highest occupied orbital energy is -7.582 eV. Its LUMO energy is -0.75 eV.

Element x y z (Å)
1 C 1.1778 -2.6478 0.7128
2 C 0.5274 -1.3515 0.3683
3 C 0.1030 -0.9053 -1.1868
4 C -1.4985 -1.3579 -1.3349
5 N -2.1496 -0.9441 -0.0148
6 C -2.9632 0.3200 -0.1829
7 C -2.8294 1.5754 0.6051
8 C -2.9450 -2.0715 0.6051
9 C -4.4184 -1.5650 1.2123
10 O 0.1485 0.5609 -1.3047
11 C 0.8389 1.0056 -2.5242
12 C 2.4151 1.4070 -2.3317
13 C 2.9579 1.4009 -0.7862
14 C 4.5629 0.9375 -0.8672
15 C 5.1083 0.3873 0.6032
16 O 6.2992 1.1660 0.9770
17 C 6.0412 1.6953 2.3461
18 C 5.6559 3.2955 2.5566
19 O 6.1143 0.8290 3.3943
20 C 0.0896 2.3241 -3.2291
21 C -0.1968 3.5486 -2.1770
22 N -1.4679 4.3312 -2.4554
23 C -2.7123 3.4652 -2.3517
24 C -3.5409 3.6053 -3.7743
25 C -1.6771 5.4504 -1.4582
26 C -1.2334 5.4250 0.1304
27 O -2.3268 6.5637 -1.8956
28 H 2.3217 -2.7653 0.4030
29 H 0.5690 -3.5223 1.2221
30 H 0.3569 -0.5958 1.2766
31 H 0.7957 -1.4833 -1.9390
32 H -2.0091 -0.7247 -2.1941
33 H -1.6109 -2.5187 -1.5629
34 H -3.8283 0.2854 -1.0043
35 H -2.2508 2.5481 0.2585
36 H -3.3238 1.6378 1.6883
37 H -2.3205 -2.5359 1.5060
38 H -3.2215 -2.9414 -0.1558
39 H -4.2871 -0.7317 2.0360
40 H -5.1822 -1.2806 0.3652
41 H -4.8909 -2.5099 1.7644
42 H 0.8018 0.1634 -3.3697
43 H 2.5494 2.5253 -2.7267
44 H 3.0907 0.7493 -3.0500
45 H 2.4491 0.6211 -0.0777
46 H 2.9939 2.4995 -0.3244
47 H 4.5549 -0.0282 -1.5687
48 H 5.2538 1.7597 -1.3316
49 H 4.2860 0.5150 1.4279
50 H 5.4579 -0.7523 0.5605
51 H 4.4789 3.4626 2.5626
52 H 6.1340 3.6187 3.5795
53 H 6.1991 3.9068 1.7065
54 H 0.8338 2.7276 -4.0585
55 H -0.8637 1.9446 -3.8046
56 H 0.7037 4.3217 -2.3028
57 H -0.1316 3.1456 -1.0803
58 H -3.3672 3.8807 -1.4614
59 H -2.4695 2.3346 -2.0639
60 H -4.2124 2.6766 -4.0324
61 H -2.8373 3.8148 -4.7060
62 H -4.2639 4.5476 -3.6985
63 H -2.2077 5.7475 0.7401
64 H -0.4109 6.2531 0.3546
65 H -0.9471 4.3608 0.5355
66 C 2.2771 -8.5022 -2.4757
67 C 2.6767 -7.8874 -1.1461
68 O 1.6876 -6.9506 -0.7025
69 C 0.5845 -7.4903 -0.1245
70 O 0.3762 -8.6802 0.0527
71 O -0.2579 -6.4786 0.1995
72 C -1.5007 -6.9149 0.7450
73 H 2.0581 -7.7214 -3.2112
74 H 3.0756 -9.1415 -2.8627
75 H 1.3702 -9.1068 -2.3754
76 H 3.6097 -7.3281 -1.2709
77 H 2.8600 -8.6540 -0.3840
78 H -1.3485 -7.5955 1.5892
79 H -2.1015 -7.3941 -0.0345
80 H -2.0402 -6.0353 1.1067
81 C 6.3434 5.9894 -5.7769
82 C 7.6721 6.2286 -5.0821
83 O 7.6433 5.7201 -3.7430
84 C 7.8170 4.3796 -3.6196
85 O 8.0012 3.5924 -4.5345
86 O 7.7251 4.0631 -2.3045
87 C 7.8090 2.6647 -2.0403
88 H 5.5180 6.3888 -5.1788
89 H 6.3304 6.4636 -6.7624
90 H 6.1520 4.9196 -5.9073
91 H 7.8541 7.3057 -5.0084
92 H 8.5078 5.7985 -5.6467
93 H 8.7023 2.2257 -2.4967
94 H 6.9049 2.1631 -2.3999
95 H 7.8742 2.5270 -0.9575
96 C -2.5749 -4.9032 7.7060
97 C -2.9124 -5.8594 6.5758
98 O -2.1553 -5.5438 5.4011
99 C -0.8713 -5.9839 5.3936
100 O -0.3254 -6.6201 6.2813
101 O -0.2925 -5.5721 4.2389
102 C 1.0913 -5.9001 4.1381
103 H -2.6919 -3.8646 7.3803
104 H -3.2221 -5.0802 8.5697
105 H -1.5346 -5.0201 8.0258
106 H -3.9691 -5.7494 6.3110
107 H -2.7610 -6.9045 6.8705
108 H 1.2617 -6.9674 4.3135
109 H 1.6694 -5.2951 4.8438
110 H 1.4237 -5.6617 3.1240
111 C -8.9578 2.4636 3.4970
112 C -8.5537 1.5156 2.3819
113 O -8.5665 2.1865 1.1160
114 C -7.4851 2.9629 0.8515
115 O -6.5210 3.1243 1.5831
116 O -7.6734 3.5485 -0.3567
117 C -6.6410 4.4610 -0.7229
118 H -9.9160 2.9414 3.2687
119 H -9.0441 1.9296 4.4475
120 H -8.2241 3.2666 3.6189
121 H -9.2825 0.7011 2.3164
122 H -7.5757 1.0584 2.5732
123 H -5.6532 3.9938 -0.6536
124 H -6.6918 5.3534 -0.0911
125 H -6.8062 4.7616 -1.7612

Mulliken population analysis, charges in e, atoms 1 to 2: number 1, C, carries -0.8400; number 2, C, carries -0.1264

***

Q: The lowest highest occupied orbital energy belongs to which entry?
A: C37H70ClIN8O7P

***

Q: The highest highest occupied orbital energy belongs to which entry?
A: C37H70AlN3O20P

***

Q: Which of these has the highest LUMO energy?
A: C37H70AlN3O20P